# C2H9NS

A cluster of 3 separate species, C2H9NS in total (ωB97M-V/def2-TZVPD, OMol25).

For the largest force on an atom, the calculation gives 0.039 hartree/bohr. The value obtained for the highest occupied orbital energy (alpha / beta) is -14.3 / -14.3 eV. The value obtained for the orbital gap (alpha / beta) is 0.366 / 0.202 Eh. The value obtained for the energy above the lowest of the compared OMol25 structures with the same formula, charge and spin is 2.327 eV.

```
! RIJCOSX wB97M-V def2-TZVPD def2/J DEFGRID3
* xyz 1 2
N -1.823 -0.548 2.310
H -2.029 -1.207 3.041
H 3.222 -2.160 -2.093
H -1.803 0.357 2.796
H -0.801 -0.701 2.292
C 0.447 0.350 -1.272
C -0.568 1.171 -0.593
S 1.155 1.706 -0.257
H 2.768 -1.564 -2.087
H 1.006 -0.490 -0.864
H 0.607 0.416 -2.346
H -1.063 0.827 0.312
H -1.119 1.844 -1.239
*
```

Atomic partial charges in e from the natural (NBO) method, atoms 1 to 5: -1.059, 0.379, 0.063, 0.355, 0.333